No. 1
The following is a quantum chemistry calculation of a 2-piece molecular cluster, C7H17FN3O6S2 overall, from the OMol25 dataset.

Element x y z (Å)
C (-4.37447, 0.94878, 0.39573)
S (-2.72660, 1.17068, 1.27066)
O (-2.89409, 0.44989, 2.66470)
O (-2.45537, 2.68001, 1.64725)
N (-1.36229, 0.42985, 0.50309)
C (-0.60216, 1.30938, -0.43970)
C (-1.47687, 2.22775, -1.46621)
C (-0.97839, 2.08252, -3.05604)
N (-1.92309, 1.30189, -3.99469)
O (0.14016, 2.62465, -3.54477)
S (-1.64025, -1.18333, -0.06473)
O (-0.32615, -2.00394, 0.23172)
O (-2.78037, -1.94268, 0.71547)
F (-1.94994, -1.35165, -1.73935)
H (-4.88686, 2.02403, 0.39102)
H (-4.24597, 0.66240, -0.74715)
H (-5.13390, 0.23826, 0.96137)
H (0.10937, 0.59728, -1.08159)
H (0.12005, 2.00023, 0.19428)
H (-2.62715, 2.01979, -1.48778)
H (-1.25880, 3.36488, -1.18744)
H (-2.34910, 0.53101, -3.42514)
H (-2.74573, 1.94561, -4.19650)
C (2.19244, -2.53139, 1.75604)
C (2.92943, -1.34682, 1.21402)
O (2.52055, -0.20542, 1.16451)
N (4.19758, -1.49416, 0.60956)
C (5.30163, -1.27250, 1.57063)
H (1.40841, -2.19254, 2.43771)
H (1.74786, -3.09266, 0.93154)
H (2.88160, -3.17351, 2.31135)
H (4.27560, -2.41553, 0.17632)
H (4.22247, -0.73147, -0.07678)
H (6.23976, -1.39611, 1.02502)
H (5.22598, -2.01796, 2.36690)
H (5.22467, -0.25722, 1.96897)

Its total charge is +1. The calculation puts the HOMO-LUMO gap at 8.35 eV. The LUMO energy comes out at -4.35 eV.

=====

No. 2
The following is a quantum chemistry calculation of a 12-piece molecular cluster, C4H30NO13S overall, from the OMol25 dataset.

Element x y z (Å)
O (1.62276, -1.08339, 0.42606)
C (0.41112, -0.81239, 0.46250)
O (-0.35945, -1.22848, -0.48818)
C (-0.24059, -0.13267, 1.71918)
C (-0.36628, -1.30023, 2.76403)
C (-1.71444, -2.12433, 2.71142)
S (-2.05260, -3.20469, 1.19635)
N (0.58048, 0.96577, 2.20557)
H (-1.21376, 0.24177, 1.34591)
H (-0.25724, -1.03783, 3.81605)
H (0.51048, -1.88009, 2.48883)
H (-1.85621, -2.79941, 3.55032)
H (-2.51144, -1.39166, 2.56679)
H (-1.19243, -2.71263, 0.21383)
H (0.47059, 1.66744, 1.43588)
H (0.45020, 1.36983, 3.11480)
H (1.77184, 3.83430, -1.50351)
H (0.54952, 2.92925, -1.57906)
O (0.96038, 3.62911, -1.02693)
H (-0.16171, 4.19006, 1.90928)
H (0.49024, 3.67014, 0.54628)
O (-0.08062, 3.43104, 1.32887)
H (2.30175, -0.58478, 2.59777)
H (3.37058, -1.72030, 2.48972)
O (2.58568, -1.43574, 2.96635)
H (-2.36177, -1.94590, -1.83639)
H (-3.62140, -2.31938, -1.14421)
O (-3.32607, -1.94586, -1.99097)
H (0.12845, 1.21973, -2.78471)
H (-0.93866, 2.14067, -3.32965)
O (-0.05796, 2.15626, -2.94235)
H (-2.93743, -0.20414, -1.36763)
H (-1.90923, -0.20624, -0.20112)
O (-2.63815, 0.30473, -0.59348)
H (2.05058, 0.60985, -3.09156)
H (3.39468, 0.89840, -2.46779)
O (2.57447, 1.34168, -2.71841)
H (-3.99794, 2.03825, 0.08622)
H (-3.15155, 2.56864, 1.03602)
O (-4.11832, 2.58830, 0.88407)
H (-0.58966, -1.65516, -4.22334)
H (0.62217, -1.83728, -3.26491)
O (-0.32878, -2.04829, -3.38240)
H (4.30926, -0.20066, 0.47377)
H (3.51937, -1.41804, 0.14301)
O (4.44650, -1.12971, 0.24082)
H (0.93643, -0.94222, -1.58475)
H (2.11096, -1.44723, -1.16205)
O (1.81518, -1.04649, -2.03631)

Its total charge is -1. The calculation puts the HOMO-LUMO gap at 8.59 eV. The LUMO energy comes out at 2.60 eV.

=====

No. 3
The following is a quantum chemistry calculation of a 16-piece molecular cluster, C46H131N7O16 overall, from the OMol25 dataset.

Element x y z (Å)
C (-2.28931, -2.90550, 2.68975)
C (-3.23218, -1.78594, 3.13376)
C (-4.59245, -1.81916, 2.44219)
O (-4.49613, -1.63389, 1.05185)
C (-5.73918, -1.62113, 0.36624)
N (-3.37218, -1.93330, 4.57054)
H (-2.79327, -3.81424, 3.01886)
H (-1.43438, -2.72933, 3.34256)
H (-2.10031, -2.93644, 1.61671)
H (-2.75486, -0.81108, 3.03423)
H (-5.09976, -0.97520, 2.90959)
H (-5.13415, -2.73492, 2.67892)
H (-6.33651, -0.71505, 0.46775)
H (-6.37743, -2.46067, 0.64177)
H (-5.59976, -1.64911, -0.71445)
H (-3.71136, -2.86309, 4.77190)
H (-2.43618, -1.91984, 4.94978)
C (2.43574, 5.74720, -0.08878)
C (2.40881, 4.55972, -1.06984)
C (2.41978, 5.18497, -2.47235)
O (1.31160, 6.00641, -2.73385)
C (1.41066, 6.89118, -3.81871)
N (3.58303, 3.71120, -0.88608)
H (3.37800, 6.29391, -0.12572)
H (2.33248, 5.42223, 0.94652)
H (1.61294, 6.43086, -0.29784)
H (1.49815, 3.96572, -0.99261)
H (2.34214, 4.35452, -3.17407)
H (3.39739, 5.62956, -2.65869)
H (1.74507, 7.87751, -3.49711)
H (0.42188, 7.06082, -4.24490)
H (2.08659, 6.59234, -4.61992)
H (3.62172, 2.92695, -1.52134)
H (4.37537, 4.22860, -1.23905)
C (0.37054, 0.71312, 4.67592)
C (-0.63465, 0.52924, 5.78920)
C (-0.26228, -0.60537, 6.77499)
O (-0.23246, -1.86854, 6.09609)
C (-0.01194, -2.96691, 6.97172)
N (-0.60084, 1.84458, 6.41635)
H (0.25788, -0.08398, 3.94104)
H (1.39217, 0.65334, 5.05114)
H (0.23671, 1.66478, 4.16159)
H (-1.66266, 0.36564, 5.46589)
H (-0.92897, -0.55913, 7.63610)
H (0.77075, -0.49678, 7.10537)
H (-0.87628, -3.28931, 7.55229)
H (0.83159, -2.73096, 7.62047)
H (0.13194, -3.84702, 6.34497)
H (-0.61169, 2.51588, 5.66180)
H (-1.49650, 1.92341, 6.87642)
C (-4.72591, 1.95008, -1.93843)
C (-5.82681, 2.62025, -2.81641)
C (-7.28448, 2.53128, -2.23540)
O (-7.82685, 1.22733, -2.03405)
C (-7.98892, 0.48691, -3.24450)
N (-5.44847, 4.04239, -2.97357)
H (-3.71788, 1.94148, -2.35303)
H (-4.99024, 0.91088, -1.74271)
H (-4.66734, 2.47722, -0.98618)
H (-5.77830, 2.24804, -3.83974)
H (-7.92516, 3.08829, -2.91905)
H (-7.44999, 3.12051, -1.33345)
H (-8.50805, -0.45315, -3.05770)
H (-7.05251, 0.22251, -3.73576)
H (-8.59310, 1.11068, -3.90327)
H (-4.52421, 3.91775, -3.36127)
H (-5.95548, 4.43620, -3.75328)
C (3.42857, 1.45962, -4.36924)
C (2.35715, 1.15115, -3.35578)
C (1.45365, -0.09566, -3.71267)
O (0.64430, 0.02269, -4.83653)
C (-0.48578, 0.92538, -4.66612)
N (3.04280, 0.84635, -2.12859)
H (4.30747, 0.81926, -4.29460)
H (3.77223, 2.47446, -4.16901)
H (2.99227, 1.48259, -5.36785)
H (1.80461, 2.08100, -3.22100)
H (0.76417, -0.35259, -2.90849)
H (1.99815, -1.02379, -3.88645)
H (-0.16677, 1.95007, -4.85678)
H (-0.92139, 0.87125, -3.66841)
H (-1.30795, 0.77867, -5.36656)
H (2.37146, 0.68222, -1.39207)
H (3.48405, -0.05528, -2.24023)
C (2.40676, -2.62236, 3.48564)
C (3.63689, -2.45257, 2.58655)
C (4.61285, -3.69774, 2.61274)
O (5.26968, -3.80925, 3.86103)
C (6.02787, -5.00364, 4.03356)
N (3.03274, -2.19071, 1.29372)
H (2.70058, -2.79014, 4.52180)
H (1.87794, -3.51398, 3.14878)
H (1.80775, -1.71758, 3.38239)
H (4.18313, -1.56272, 2.89941)
H (5.27600, -3.62351, 1.75087)
H (4.03243, -4.57627, 2.33099)
H (6.73378, -5.16544, 3.21894)
H (5.36255, -5.86643, 4.06588)
H (6.65385, -4.95441, 4.92454)
H (2.80098, -3.10167, 0.92420)
H (3.71974, -1.86067, 0.63100)
C (8.19345, 0.71175, -1.62660)
C (6.80263, 0.17220, -1.86730)
C (6.42846, -0.87216, -0.79201)
O (5.11636, -1.45343, -0.92788)
C (5.00126, -2.19562, -2.13033)
N (5.95300, 1.35493, -1.78323)
H (8.41261, 1.50655, -2.33960)
H (8.96787, -0.04119, -1.77305)
H (8.32556, 1.23658, -0.68045)
H (6.78238, -0.22584, -2.88182)
H (6.55342, -0.45460, 0.20706)
H (7.20179, -1.63102, -0.91114)
H (4.78049, -1.66797, -3.05820)
H (4.14368, -2.85344, -1.98916)
H (5.82346, -2.87439, -2.35700)
H (6.00903, 1.79617, -0.87644)
H (5.01876, 1.02687, -1.98239)
C (-1.70011, 4.35280, -2.19133)
C (-1.63151, 4.67166, -3.65831)
O (-2.71596, 4.12990, -4.42066)
H (-1.80625, 3.28839, -1.98191)
H (-2.46496, 4.99439, -1.75375)
H (-0.85868, 4.79801, -1.66040)
H (-0.65611, 4.33166, -4.00630)
H (-1.60600, 5.75905, -3.72936)
H (-2.60555, 4.54335, -5.28001)
C (-0.15724, 4.33001, 2.07715)
C (-0.05233, 5.20405, 3.24073)
O (-0.63516, 4.49739, 4.26875)
H (0.78433, 3.81244, 1.89364)
H (-0.15754, 4.94015, 1.17391)
H (-1.00302, 3.64430, 2.02667)
H (-0.60734, 6.14165, 3.20973)
H (0.95800, 5.49168, 3.53160)
H (-0.80853, 5.16191, 4.93953)
C (0.61992, -3.97064, 0.12877)
C (1.39184, -5.12227, -0.51289)
O (2.58339, -5.12335, 0.15548)
H (-0.38116, -3.90355, -0.29719)
H (0.97116, -2.96070, -0.08276)
H (0.53421, -4.09174, 1.20863)
H (1.59488, -4.96707, -1.57251)
H (0.88255, -6.07011, -0.33872)
H (3.23710, -5.50939, -0.43209)
C (0.07322, -3.62989, -4.37338)
C (-0.74388, -2.86264, -5.37523)
O (-2.03331, -3.44020, -5.42211)
H (-0.08434, -4.69048, -4.56943)
H (-0.24075, -3.44354, -3.34634)
H (1.10717, -3.28490, -4.37786)
H (-0.20728, -2.82115, -6.32310)
H (-0.81258, -1.81190, -5.09359)
H (-1.89178, -4.34353, -5.71460)
C (-4.33420, 2.68193, 3.08391)
C (-3.14686, 2.27898, 3.98772)
O (-3.02041, 3.31609, 4.97804)
H (-5.28781, 2.75918, 3.60617)
H (-4.52370, 1.95482, 2.29429)
H (-4.03198, 3.57707, 2.54031)
H (-2.23387, 2.16719, 3.40287)
H (-3.27188, 1.29301, 4.43529)
H (-2.30651, 3.90521, 4.72332)
C (3.41385, 1.16098, 3.14904)
C (3.76681, 1.31478, 1.67895)
O (4.54278, 2.50560, 1.51373)
H (2.75155, 0.30698, 3.29092)
H (2.87202, 2.06521, 3.42632)
H (4.29300, 1.02940, 3.77982)
H (2.84906, 1.41242, 1.09904)
H (4.33252, 0.46075, 1.30652)
H (4.15610, 2.95772, 0.76029)
C (-1.04188, 0.50472, -0.32992)
C (-0.11692, -0.46687, 0.44752)
O (1.21027, -0.29179, 0.04855)
H (-2.02697, 0.19852, 0.02213)
H (-1.08096, 0.41304, -1.41536)
H (-0.92346, 1.56524, -0.10770)
H (-0.47388, -1.49638, 0.47570)
H (-0.22711, -0.20606, 1.50010)
H (1.78170, -0.86287, 0.56714)
C (-3.50354, -6.65061, -0.12490)
C (-2.30925, -6.48244, -1.06765)
O (-2.68070, -6.66271, -2.37933)
H (-4.35726, -6.00948, -0.34447)
H (-3.33632, -6.56443, 0.94875)
H (-3.77429, -7.68962, -0.31268)
H (-1.56142, -7.21816, -0.77172)
H (-1.94128, -5.46628, -0.92587)
H (-3.17486, -5.87294, -2.61100)
C (-2.85906, -2.46771, -1.83270)
C (-4.06777, -3.03978, -2.64522)
O (-3.63761, -4.17542, -3.29909)
H (-2.56920, -3.13449, -1.02061)
H (-3.17928, -1.54570, -1.34747)
H (-1.97722, -2.33754, -2.46001)
H (-4.46386, -2.29014, -3.33024)
H (-4.88692, -3.32899, -1.98685)
H (-2.99762, -3.87401, -3.94806)

The calculation puts the HOMO-LUMO gap at 9.13 eV. The LUMO energy comes out at 0.27 eV.

=====

No. 4
The following is a quantum chemistry calculation of C30H41BeCl7F10KLiN2O5PS as an isolated structure, from the OMol25 dataset.

Element x y z (Å)
C (-3.78700, 3.24541, 3.57595)
C (-3.18476, 2.68754, 2.21611)
C (-4.04066, 1.47645, 1.71410)
C (-3.30945, 0.44171, 0.76664)
N (-1.94410, 0.77302, 0.34715)
C (-0.87078, 0.20991, 1.12333)
Cl (-1.26038, -0.02323, 2.92096)
O (0.14706, 1.23395, 0.98867)
C (1.39144, 0.77173, 0.39510)
P (1.21612, 1.41818, -1.36693)
S (2.75882, 2.64970, -1.68129)
C (1.51682, -0.80324, 0.68223)
C (2.35008, -1.56695, -0.40911)
C (2.20250, -3.12087, -0.55693)
C (1.53925, -3.97509, 0.56554)
C (0.92769, -5.29096, -0.04573)
C (-0.25829, -5.81886, 0.63051)
C (-0.96472, -6.98588, 0.18066)
C (-0.45470, -7.66314, -0.99948)
C (0.71486, -7.15032, -1.66440)
C (1.43750, -5.96095, -1.21094)
C (2.09081, -1.15124, 2.10915)
F (1.18763, -1.85842, 2.89368)
F (3.20683, -1.98682, 2.06754)
C (2.58448, 0.03394, 3.02354)
F (1.65193, 0.94918, 3.37994)
F (2.92233, -0.58932, 4.23241)
C (3.97831, 0.68921, 2.57331)
F (3.88829, 2.03340, 2.82883)
F (4.29315, 0.46383, 1.27893)
F (5.01492, 0.24406, 3.32538)
C (-0.05734, -1.04844, 0.53090)
C (-0.61449, -1.38674, -0.88767)
C (-2.02954, -2.11481, -0.82215)
C (-1.93709, -3.58851, -1.42486)
O (-2.88986, -1.38251, -1.69993)
H (-4.70916, 3.81993, 3.27574)
H (-4.01339, 2.44774, 4.31588)
H (-3.05435, 4.01703, 3.93733)
H (-3.33873, 3.52578, 1.47571)
H (-2.08749, 2.51728, 2.26087)
H (-4.36135, 0.90605, 2.63375)
H (-5.00550, 1.80890, 1.24429)
H (-3.92987, 0.37777, -0.17430)
H (-3.40455, -0.57734, 1.22003)
H (-1.80205, 1.74768, 0.10902)
H (2.14385, 1.46208, 0.83852)
H (1.07644, 0.41085, -2.42056)
H (0.05451, 2.23939, -1.42902)
H (2.13511, -1.14373, -1.43177)
H (3.44377, -1.34244, -0.27581)
H (1.65824, -3.34168, -1.51719)
H (3.23205, -3.53965, -0.73449)
H (2.34625, -4.33770, 1.26008)
H (0.72599, -3.52063, 1.16438)
H (-0.64050, -5.27368, 1.52206)
H (-1.87234, -7.28132, 0.74421)
H (-1.02518, -8.54817, -1.35337)
H (1.03239, -7.70330, -2.57936)
H (2.32924, -5.59286, -1.75141)
H (-0.50698, -1.86037, 1.15985)
H (-0.80469, -0.48594, -1.53144)
H (0.02630, -2.05394, -1.50416)
H (-2.40821, -2.16502, 0.22824)
H (-2.34222, -3.55632, -2.47170)
H (-0.89276, -3.96486, -1.50004)
H (-2.62401, -4.26169, -0.85718)
H (-3.84721, -1.53230, -1.49020)
Be (4.24045, 3.13616, -3.38977)
F (1.02953, -0.37559, -3.70055)
F (-2.66059, -1.19433, -3.85424)
F (-5.30090, -0.46995, -2.23505)
C (-0.53796, 1.20242, -6.55256)
C (-1.27035, 0.48555, -5.52531)
N (-1.84476, -0.07503, -4.71973)
H (-0.84452, 2.24787, -6.60324)
H (0.53533, 1.18116, -6.35677)
H (-0.70394, 0.76218, -7.53655)
C (8.50606, 2.99576, -3.83085)
Cl (9.09755, 3.65656, -5.39877)
Cl (9.23332, 1.39787, -3.56379)
Cl (8.98453, 4.08824, -2.52429)
Cl (6.67939, 2.85661, -3.88591)
C (2.03433, -6.56520, 4.16001)
Cl (0.99504, -6.46711, 2.72714)
Cl (2.24821, -4.97548, 4.90605)
H (1.57818, -7.23541, 4.88352)
H (3.00704, -6.94815, 3.86389)
Li (-3.52457, 5.64915, 4.89376)
C (-4.36564, 9.85981, 1.55063)
C (-3.02300, 9.48280, 0.99502)
O (-2.57917, 8.47979, 1.91308)
C (-3.67292, 7.95373, 2.48986)
O (-3.66059, 6.96972, 3.18553)
O (-4.78204, 8.65370, 2.19701)
H (-5.07289, 10.15296, 0.77729)
H (-4.30503, 10.65626, 2.29518)
H (-3.08818, 9.04401, -0.00263)
H (-2.32996, 10.32135, 0.96688)
K (8.44678, 4.02012, -8.07394)

Its total charge is +1. The calculation puts the HOMO-LUMO gap at 3.13 eV. The LUMO energy comes out at -4.27 eV.

=====

No. 5
The following is a quantum chemistry calculation of C5H8O2 as an isolated structure, from the OMol25 dataset.

Element x y z (Å)
O (1.85137, -1.32184, 0.43079)
C (1.24553, -0.08995, 0.48455)
C (1.48361, 0.99145, -0.28399)
C (-1.40620, 0.93783, -0.30640)
C (-1.51258, -0.23111, 0.64129)
C (-0.68564, -0.88589, -0.41739)
O (-1.00504, 0.07710, -1.28761)
H (2.35504, -1.38939, -0.38920)
H (0.74549, 0.04905, 1.43430)
H (1.26957, 1.99227, 0.05817)
H (1.98984, 0.89457, -1.24343)
H (-2.08328, 1.74538, -0.55172)
H (-1.28172, -0.20537, 1.70602)
H (-2.50267, -0.67664, 0.47485)
H (-0.46331, -1.88746, -0.75024)

The calculation puts the HOMO-LUMO gap (alpha / beta) at 8.11 / 7.96 eV. The LUMO energy (alpha / beta) comes out at 0.60 / 0.77 eV.

=====

No. 6
The following is a quantum chemistry calculation of one molecule with the formula C6H13N3O, from the OMol25 dataset.

Element x y z (Å)
H (0.08720, -2.02282, 2.68965)
N (-0.23463, -2.38180, 1.79642)
C (-0.58719, -1.47072, 0.98164)
C (-0.66162, 0.00157, 1.31244)
C (-0.39744, 1.02384, 0.26390)
O (-1.06855, 1.94734, -0.10578)
N (1.07240, 0.92130, 0.05959)
C (1.71077, 2.21494, 0.31251)
C (1.38125, 0.43142, -1.28913)
N (-0.82948, -1.85105, -0.32416)
C (-1.95112, -1.33267, -1.08947)
H (-1.59989, 0.21994, 1.82327)
H (0.52346, 0.20040, 1.63585)
H (2.78632, 2.10431, 0.18157)
H (1.49432, 2.51604, 1.33742)
H (1.35657, 2.99112, -0.37415)
H (0.99343, 1.11032, -2.05858)
H (2.46221, 0.35462, -1.39837)
H (0.90908, -0.53819, -1.42982)
H (-0.70948, -2.85254, -0.41616)
H (-1.98986, -0.24705, -1.05712)
H (-1.83311, -1.63513, -2.13022)
H (-2.91464, -1.70517, -0.72128)

The SMILES is [H]/N=C(\CC(=O)N(C)C)NC. The calculation puts the HOMO-LUMO gap at 9.92 eV. The LUMO energy comes out at 0.82 eV.